Density functional theory data (ωB97M-V/def2-TZVPD) for an isolated molecule of C4H7NS3.

```
15
Properties=species:S:1:pos:R:3
C 0.1302 -1.3990 1.8399
C 0.4947 -1.0419 0.3956
C 0.7595 1.6634 0.9354
C -0.7494 -0.8092 -0.3631
H 1.0033 -1.6782 2.4316
H -0.4421 -0.5336 2.2522
H -0.5518 -2.2499 1.8798
H 1.0453 -1.8677 -0.0659
H -0.2534 1.3759 1.2133
H -1.4907 -0.0143 -0.1227
H -2.1517 -2.8031 -2.8813
N -1.0247 -1.6602 -1.2911
S 1.6677 0.3153 0.3112
S 1.2006 3.2030 1.0549
S -2.4806 -1.7112 -2.1483
```

Multiplicity: 1
Charge: 0
Energy, eV: -38255.71867
Largest force on an atom, eV Å⁻¹: 3.04

Löwdin atomic charge list, values in e, 2 entries:
1. C -0.107
2. C -0.663